A molecular structure, C8H4F3NO9S3SeW. Source: the Open Molecules 2025 dataset; level of theory: ωB97M-V/def2-TZVPD.

```
30
Properties=species:S:1:pos:R:3:mulliken_charge:R:1
W -0.31 -0.68 0.24 1.570
O -0.49 -4.61 0.26 -0.520
S -0.06 -3.36 -0.18 1.503
O 0.58 -2.40 0.84 -0.412
O -1.16 -2.37 -0.57 -0.493
C 1.18 -3.46 -1.43 0.321
C 1.43 -4.74 -1.88 -0.527
C 2.47 -4.99 -2.77 -0.707
C 3.28 -3.96 -3.20 -0.717
C 3.03 -2.65 -2.76 -0.515
C 2.00 -2.39 -1.88 0.315
S 1.72 -0.69 -1.58 1.458
O 2.51 0.15 -2.37 -0.505
O 1.72 -0.37 -0.07 -0.516
O 0.19 -0.57 -1.70 -0.415
H 0.82 -5.57 -1.52 0.549
H 2.64 -6.00 -3.12 0.451
H 4.10 -4.14 -3.88 0.453
H 3.64 -1.84 -3.13 0.540
Se 0.84 -0.07 2.67 0.297
C -0.82 -0.61 2.49 0.243
N -1.74 -0.97 1.82 -0.310
F -2.69 3.54 0.78 -0.135
C -3.01 2.28 0.67 0.750
F -4.19 2.10 0.14 -0.139
F -2.89 1.65 1.82 -0.177
S -1.77 1.51 -0.54 1.096
O -2.07 0.03 -0.65 -0.541
O -1.65 2.27 -1.71 -0.396
O -0.45 1.31 0.29 -0.522
```

Orbital gap   7.08 eV
HOMO   -17.58 eV
Net charge   +2

A molecular structure, C38H41BrN6O4RuS2. Source: the Open Molecules 2025 dataset; level of theory: ωB97M-V/def2-TZVPD.

```
93
Properties=species:S:1:pos:R:3:mulliken_spin:R:1
Ru 0.41 0.00 -0.65 0.800
C -1.37 -5.91 -1.64 0.001
C -0.88 -5.40 -0.29 -0.002
N -1.29 -4.01 -0.01 0.014
C -2.42 -3.82 0.89 -0.004
C -3.77 -3.95 0.21 0.002
C -0.65 -3.01 -0.62 0.005
S -1.30 -1.40 -0.37 0.035
N 0.34 -3.34 -1.43 0.000
C 1.37 -2.59 -1.76 0.003
O 1.69 -1.46 -1.27 -0.013
C 2.29 -3.15 -2.78 -0.002
C 2.21 -4.50 -3.14 0.001
C 3.06 -5.01 -4.11 -0.001
C 3.99 -4.18 -4.72 0.002
C 4.07 -2.84 -4.37 0.000
C 3.23 -2.33 -3.40 0.000
H -1.04 -6.95 -1.77 0.000
H -0.96 -5.32 -2.45 0.000
H -2.46 -5.90 -1.70 0.000
H 0.21 -5.46 -0.23 0.001
H -1.29 -6.00 0.52 -0.001
H -2.33 -2.83 1.35 0.003
H -2.32 -4.55 1.69 0.000
H -3.87 -3.22 -0.60 -0.001
H -4.57 -3.78 0.93 0.000
H -3.91 -4.95 -0.21 0.000
H 1.49 -5.13 -2.65 0.000
H 3.00 -6.05 -4.38 0.000
H 4.65 -4.58 -5.48 0.000
H 4.79 -2.20 -4.86 0.000
H 3.28 -1.28 -3.13 0.004
C 3.41 1.16 -0.95 -0.004
O 2.35 0.98 0.00 0.054
C 2.60 1.30 1.32 0.006
C 3.70 2.02 1.74 -0.002
C 3.86 2.23 3.10 0.000
Br 5.34 3.22 3.69 0.000
C 2.97 1.72 4.02 0.001
C 1.87 0.97 3.59 0.003
C 1.69 0.78 2.23 -0.026
O 0.62 0.04 1.72 0.002
C 0.94 0.46 4.61 -0.001
N 0.99 0.82 5.86 0.000
C -0.02 0.11 6.48 0.000
C -0.41 0.11 7.82 0.000
C -1.46 -0.70 8.18 0.000
C -2.12 -1.52 7.24 0.000
C -1.74 -1.54 5.92 0.000
C -0.68 -0.70 5.56 -0.001
N -0.05 -0.46 4.36 0.001
H 4.28 0.59 -0.63 0.000
H 3.65 2.22 -1.04 0.002
H 3.04 0.77 -1.90 -0.001
H 4.42 2.42 1.04 0.000
H 3.10 1.88 5.08 0.000
H -0.13 0.67 1.60 -0.006
H 0.09 0.74 8.55 0.000
H -1.79 -0.72 9.22 0.000
H -2.93 -2.15 7.57 0.000
H -2.25 -2.16 5.20 0.000
H -0.23 -0.88 3.47 0.000
C -2.27 4.51 -3.93 0.001
C -0.77 4.27 -4.02 -0.003
N -0.39 2.85 -3.90 0.015
C -0.06 2.15 -5.15 -0.001
C -1.28 1.54 -5.83 0.006
C -0.42 2.26 -2.71 -0.007
S -0.12 0.51 -2.73 0.109
N -0.73 3.04 -1.68 0.012
C -0.90 2.69 -0.42 -0.013
O -0.69 1.55 0.10 0.008
C -1.39 3.74 0.50 -0.003
C -1.53 5.06 0.06 -0.001
C -1.96 6.04 0.93 0.000
C -2.26 5.72 2.25 0.000
C -2.13 4.41 2.70 0.000
C -1.70 3.43 1.83 0.000
H -2.48 5.57 -4.03 0.000
H -2.66 4.17 -2.97 0.000
H -2.80 3.99 -4.73 0.000
H -0.25 4.82 -3.23 0.001
H -0.38 4.61 -4.98 -0.001
H 0.67 1.38 -4.93 0.001
H 0.42 2.87 -5.80 0.001
H -1.78 0.82 -5.19 -0.001
H -0.97 1.03 -6.74 0.000
H -2.00 2.31 -6.11 0.000
H -1.29 5.29 -0.96 -0.001
H -2.07 7.06 0.59 0.000
H -2.60 6.49 2.93 0.000
H -2.37 4.16 3.72 0.000
H -1.61 2.41 2.18 0.000
```

Orbital gap (alpha / beta)   7.35 / 6.21 eV
Multiplicity   2
HOMO (alpha / beta)   -10.29 / -10.29 eV
Net charge   +1
⟨S²⟩   0.757
Energy above the lowest of the compared OMol25 structures with the same formula, charge and spin   63.6 kJ/mol

What did the first record say?
A molecular structure, C8H4F3NO9S3SeW. Source: the Open Molecules 2025 dataset; level of theory: ωB97M-V/def2-TZVPD.

```
30
Properties=species:S:1:pos:R:3:mulliken_charge:R:1
W -0.31 -0.68 0.24 1.570
O -0.49 -4.61 0.26 -0.520
S -0.06 -3.36 -0.18 1.503
O 0.58 -2.40 0.84 -0.412
O -1.16 -2.37 -0.57 -0.493
C 1.18 -3.46 -1.43 0.321
C 1.43 -4.74 -1.88 -0.527
C 2.47 -4.99 -2.77 -0.707
C 3.28 -3.96 -3.20 -0.717
C 3.03 -2.65 -2.76 -0.515
C 2.00 -2.39 -1.88 0.315
S 1.72 -0.69 -1.58 1.458
O 2.51 0.15 -2.37 -0.505
O 1.72 -0.37 -0.07 -0.516
O 0.19 -0.57 -1.70 -0.415
H 0.82 -5.57 -1.52 0.549
H 2.64 -6.00 -3.12 0.451
H 4.10 -4.14 -3.88 0.453
H 3.64 -1.84 -3.13 0.540
Se 0.84 -0.07 2.67 0.297
C -0.82 -0.61 2.49 0.243
N -1.74 -0.97 1.82 -0.310
F -2.69 3.54 0.78 -0.135
C -3.01 2.28 0.67 0.750
F -4.19 2.10 0.14 -0.139
F -2.89 1.65 1.82 -0.177
S -1.77 1.51 -0.54 1.096
O -2.07 0.03 -0.65 -0.541
O -1.65 2.27 -1.71 -0.396
O -0.45 1.31 0.29 -0.522
```

Orbital gap   7.08 eV
HOMO   -17.58 eV
Net charge   +2

- The highest net charge belongs to which entry?
  C8H4F3NO9S3SeW

- Which value of net charge does entry 2 give?
  +1